Record 1
This record from the OMol25 dataset describes a structure of composition C23H23AlAsP at a distorted geometry. The level of theory is ωB97M-V with the def2-TZVPD basis set.

```
49
C23H23AlAsP, DFT ωB97M-V with the def2-TZVPD basis set
C -1.01 0.37 -4.85
C -1.85 1.49 -4.61
C -1.04 2.67 -4.60
C 0.32 2.28 -4.83
C 0.35 0.87 -5.01
Al 0.81 -1.75 -1.84
P 0.18 -3.98 -1.46
H -1.32 -0.67 -4.88
H -2.93 1.45 -4.49
H -1.37 3.69 -4.45
H 1.22 0.25 -5.25
H 1.19 2.93 -4.87
H 1.07 -5.00 -1.96
H -1.09 -4.39 -2.01
H 0.07 -4.35 -0.06
C -0.40 4.10 1.90
C 0.55 3.93 0.89
C 0.75 2.67 0.30
C 0.00 1.58 0.75
C -0.96 1.74 1.74
C -1.16 3.01 2.32
As 0.46 -0.25 0.02
C 1.93 -0.60 1.35
C 3.23 -0.65 0.83
C 4.32 -0.79 1.70
C 4.10 -0.92 3.08
C 2.80 -0.90 3.58
C 1.71 -0.70 2.72
C -1.16 -1.11 0.78
C -1.07 -2.10 1.76
C -2.25 -2.70 2.21
C -3.48 -2.36 1.64
C -3.55 -1.42 0.61
C -2.38 -0.79 0.17
H -0.56 5.08 2.36
H 1.14 4.78 0.56
H 1.49 2.54 -0.50
H -1.56 0.90 2.08
H -1.92 3.12 3.10
H 3.36 -0.59 -0.25
H 5.33 -0.83 1.31
H 4.95 -1.03 3.76
H 2.62 -1.04 4.65
H 0.69 -0.65 3.13
H -0.09 -2.41 2.13
H -2.19 -3.44 3.01
H -4.39 -2.84 2.00
H -4.50 -1.17 0.14
H -2.39 -0.06 -0.65
```

Properties
net charge: 0
gap between HOMO and LUMO (alpha / beta): 3.6681 / 3.6737 eV

Record 2
This record from the OMol25 dataset describes a structure of composition C23H23Cl2CoN6Se. The level of theory is ωB97M-V with the def2-TZVPD basis set.

```
56
C23H23Cl2CoN6Se, DFT ωB97M-V with the def2-TZVPD basis set
Co -0.05 -0.04 0.33
C -2.86 -2.43 4.12
C -1.62 -2.94 4.44
C -0.48 -2.46 3.81
C -0.60 -1.47 2.85
C -1.84 -0.93 2.55
C -2.97 -1.42 3.18
N 0.56 -0.83 2.18
C 0.97 0.35 2.99
C 1.42 0.24 4.29
C 1.82 1.38 4.97
C 1.74 2.63 4.36
C 1.27 2.75 3.06
C 0.88 1.59 2.39
N 0.33 1.57 1.09
N 0.11 2.67 0.52
C -0.48 2.44 -0.73
C -0.84 3.52 -1.51
C -1.45 3.27 -2.73
C -1.66 1.95 -3.11
C -1.26 0.93 -2.27
N -0.67 1.15 -1.09
H -3.75 -2.81 4.62
H -1.52 -3.72 5.19
H 0.49 -2.86 4.07
H -1.92 -0.12 1.83
H -3.94 -1.00 2.95
H 1.45 -0.72 4.79
H 2.17 1.30 5.99
H 2.05 3.51 4.90
H 1.18 3.71 2.57
H -0.66 4.52 -1.15
H -1.75 4.08 -3.38
H -2.14 1.71 -4.05
H -1.41 -0.10 -2.55
Cl 0.19 -1.83 -1.20
C -1.34 -2.77 -1.52
Cl -2.58 -2.30 -0.40
H -1.09 -3.82 -1.39
H -1.63 -2.55 -2.54
C 3.95 -1.80 -0.53
N 3.06 -2.93 -0.26
C 2.96 -4.05 -1.04
C 2.01 -4.84 -0.48
N 1.56 -4.20 0.65
C 0.56 -4.74 1.57
C 2.20 -3.03 0.76
Se 2.22 -1.82 2.23
H 4.39 -1.94 -1.52
H 4.75 -1.76 0.21
H 3.38 -0.88 -0.51
H 3.56 -4.20 -1.92
H 1.64 -5.81 -0.77
H 0.18 -5.67 1.16
H -0.25 -4.02 1.69
H 1.03 -4.93 2.54
```

Properties
net charge: +2
energy above the lowest of the compared OMol25 structures with the same formula, charge and spin: 0.0 kJ/mol
gap between HOMO and LUMO (alpha / beta): 6.7334 / 7.0526 eV

Record 3
This record from the OMol25 dataset describes a structure of composition C23H23ClIN3OS5SiTi at a distorted geometry. The level of theory is ωB97M-V with the def2-TZVPD basis set.

```
59
C23H23ClIN3OS5SiTi, DFT ωB97M-V with the def2-TZVPD basis set
Ti -0.16 -0.58 1.13
S 1.01 -1.48 3.04
S 0.88 -3.57 3.05
S 1.81 -4.44 1.41
S 0.43 -5.08 0.05
Cl -0.89 5.64 3.99
C -1.15 4.04 3.31
C -2.42 3.51 3.36
C -2.66 2.24 2.84
I -4.57 1.41 2.89
C -1.63 1.49 2.27
O -1.78 0.27 1.79
C -0.34 2.05 2.23
N 0.62 1.22 1.65
C 1.91 1.70 1.65
C 2.23 2.95 2.15
C 1.28 3.80 2.69
C -0.06 3.34 2.75
H -3.22 4.09 3.81
H 2.65 1.03 1.24
H 3.26 3.26 2.11
H 1.55 4.77 3.08
C 3.07 1.69 -4.62
Si 3.03 0.72 -3.00
C 3.91 -0.88 -3.33
C 3.99 1.73 -1.76
C 1.23 0.62 -2.50
C 0.23 1.30 -3.18
C -1.08 1.32 -2.69
C -1.34 0.71 -1.49
N -0.40 0.05 -0.80
C 0.86 -0.05 -1.31
S 1.89 -1.05 -0.34
H 4.11 1.80 -4.97
H 2.65 2.69 -4.51
H 2.51 1.17 -5.42
H 4.91 -0.68 -3.73
H 3.37 -1.50 -4.05
H 4.01 -1.45 -2.40
H 4.96 2.04 -2.16
H 4.16 1.14 -0.86
H 3.43 2.63 -1.47
H 0.45 1.80 -4.12
H -1.87 1.83 -3.23
H -2.33 0.74 -1.03
C -4.83 -4.71 0.60
C -3.59 -3.86 0.70
C -2.80 -3.59 -0.39
C -1.68 -2.79 -0.25
N -1.33 -2.23 0.90
C -2.07 -2.53 1.98
C -3.20 -3.31 1.92
H -4.99 -5.05 -0.43
H -5.71 -4.15 0.92
H -4.74 -5.58 1.24
H -3.03 -4.02 -1.36
H -1.03 -2.57 -1.09
H -1.73 -2.11 2.92
H -3.77 -3.50 2.82
```

Properties
net charge: -2
energy above the lowest of the compared OMol25 structures with the same formula, charge and spin: 16.6 kJ/mol
gap between HOMO and LUMO (alpha / beta): 3.5576 / 3.5818 eV

Record 4
This record from the OMol25 dataset describes a structure of composition C23H23ClN2O3Tl. The level of theory is ωB97M-V with the def2-TZVPD basis set.

```
53
C23H23ClN2O3Tl, DFT ωB97M-V with the def2-TZVPD basis set
Tl 0.27 1.13 0.94
O -1.81 2.58 -0.20
C -3.20 2.67 -0.35
C -3.96 2.31 0.93
C -3.67 0.93 1.55
C -3.83 -0.25 0.62
C -4.85 -1.18 0.84
C -5.00 -2.25 -0.03
C -4.13 -2.36 -1.11
C -3.14 -1.41 -1.24
N -2.97 -0.39 -0.39
H -1.43 3.50 -0.16
H -3.54 2.02 -1.16
H -3.46 3.70 -0.61
H -5.03 2.37 0.73
H -3.71 3.07 1.67
H -4.35 0.78 2.39
H -2.64 0.93 1.94
H -5.51 -1.06 1.69
H -5.77 -2.99 0.14
H -4.23 -3.16 -1.83
H -2.42 -1.46 -2.05
Cl 1.34 7.13 1.53
C 1.45 5.90 0.23
C 0.40 4.79 0.44
O -0.72 5.00 -0.09
O 0.77 3.80 1.10
H 2.45 5.49 0.26
H 1.26 6.42 -0.70
C 5.32 1.32 -0.44
C 4.69 0.22 0.15
C 3.30 0.19 0.25
C 2.48 1.22 -0.23
C 3.14 2.30 -0.82
C 4.53 2.36 -0.92
H 6.40 1.36 -0.50
H 5.29 -0.60 0.52
H 2.85 -0.67 0.75
H 2.56 3.13 -1.21
H 5.01 3.22 -1.37
N 0.47 -1.47 -0.25
C 0.92 -2.53 -0.27
C 1.53 -3.83 -0.26
C 0.75 -4.97 -0.41
C 1.35 -6.22 -0.40
C 2.73 -6.33 -0.24
C 3.50 -5.19 -0.09
C 2.91 -3.94 -0.11
H -0.32 -4.87 -0.53
H 0.75 -7.11 -0.51
H 3.20 -7.31 -0.24
H 4.57 -5.27 0.03
H 3.50 -3.04 0.00
```

Properties
net charge: -1
energy above the lowest of the compared OMol25 structures with the same formula, charge and spin: 4.8 kJ/mol
gap between HOMO and LUMO: 5.7064 eV

Record 5
This record from the OMol25 dataset describes the molecule C23H23ClN6O2S at a distorted geometry. The level of theory is ωB97M-V with the def2-TZVPD basis set.

```
56
C23H23ClN6O2S, DFT ωB97M-V with the def2-TZVPD basis set
H -1.85 -0.36 -2.56
N -2.08 0.51 -2.09
C -1.78 0.56 -0.86
C -2.03 1.71 -0.04
C -2.65 2.93 -0.25
C -3.32 3.48 -1.45
N -2.53 3.60 0.92
N -1.89 2.91 1.87
C -1.58 1.76 1.31
N -0.91 0.73 1.90
C -0.75 -0.32 1.17
S 0.07 -1.70 1.87
C 0.53 -1.07 3.51
C 1.54 0.08 3.48
C 2.56 -0.17 2.38
O 3.49 -0.94 2.51
N 2.27 0.51 1.24
C 2.78 0.34 -0.04
C 3.78 -0.57 -0.36
C 4.20 -0.72 -1.67
C 3.62 0.03 -2.67
C 2.62 0.95 -2.38
C 2.20 1.12 -1.07
O 1.21 1.98 -0.66
C 0.76 2.99 -1.54
C 1.81 4.07 -1.78
N -1.13 -0.47 -0.13
C -0.92 -1.72 -0.78
C 0.27 -1.97 -1.44
C 0.47 -3.19 -2.07
C -0.53 -4.15 -2.04
C -1.72 -3.91 -1.39
C -1.92 -2.69 -0.75
Cl -3.40 -2.36 0.07
H -2.88 4.42 -1.75
H -4.38 3.64 -1.26
H -3.22 2.75 -2.25
H -2.88 4.52 1.13
H -0.39 -0.77 4.01
H 0.96 -1.95 4.00
H 1.01 1.02 3.32
H 2.05 0.11 4.44
H 1.49 1.17 1.27
H 4.22 -1.15 0.44
H 4.98 -1.44 -1.90
H 3.94 -0.10 -3.70
H 2.18 1.52 -3.18
H -0.11 3.41 -1.04
H 0.42 2.55 -2.49
H 2.70 3.66 -2.24
H 1.39 4.85 -2.42
H 2.10 4.52 -0.83
H 1.04 -1.21 -1.46
H 1.40 -3.38 -2.58
H -0.38 -5.10 -2.53
H -2.50 -4.65 -1.36
```

Properties
net charge: 0
energy above the lowest of the compared OMol25 structures with the same formula, charge and spin: 0.0 kJ/mol
gap between HOMO and LUMO: 8.8701 eV
SMILES: [H]/N=c1/c2c(C)[nH]nc2nc(SCCC(=O)Nc2ccccc2OCC)n1-c1ccccc1Cl

Record 6
This record from the OMol25 dataset describes a structure of composition C23H23CoN3O9 at a distorted geometry. The level of theory is ωB97M-V with the def2-TZVPD basis set.

```
59
C23H23CoN3O9, DFT ωB97M-V with the def2-TZVPD basis set
Co -0.37 0.43 -0.08
C 1.03 -4.12 0.84
C 1.25 -2.60 0.80
O 0.66 -1.94 1.70
C 2.12 -2.13 -0.17
C 2.52 -0.78 -0.34
C 3.90 -0.50 -0.87
N 1.73 0.23 -0.05
N 2.33 1.47 -0.06
C 1.45 2.43 -0.03
O 0.18 2.28 -0.07
C 1.96 3.83 0.03
C 1.05 4.87 0.21
C 1.50 6.18 0.28
C 2.85 6.47 0.18
C 3.76 5.44 0.00
C 3.32 4.13 -0.07
H 0.02 -4.31 1.18
H 1.72 -4.57 1.57
H 1.19 -4.59 -0.13
H 2.66 -2.87 -0.75
H 4.42 -1.44 -1.07
H 4.47 0.08 -0.14
H 3.85 0.11 -1.77
H 0.01 4.62 0.29
H 0.78 6.99 0.43
H 3.20 7.50 0.23
H 4.82 5.66 -0.09
H 4.01 3.31 -0.20
C -1.45 1.30 3.91
C -1.50 0.33 2.73
C -1.92 -1.06 3.19
O -0.20 0.30 2.16
C -2.56 0.85 1.70
O -3.68 1.12 2.15
O -2.21 0.95 0.48
H -0.77 0.91 4.68
H -2.45 1.45 4.33
H -1.07 2.27 3.57
H -1.24 -1.42 3.97
H -1.87 -1.75 2.35
H -2.94 -1.03 3.57
H 0.15 -0.62 2.07
O -0.27 0.40 -2.25
C -0.98 -0.30 -2.94
C -1.72 -1.46 -2.55
C -2.43 -2.14 -3.54
C -3.13 -3.30 -3.25
C -3.14 -3.81 -1.93
C -2.46 -3.16 -0.95
C -1.70 -1.96 -1.19
O -1.09 -1.43 -0.24
N -3.83 -3.99 -4.27
O -4.44 -5.02 -3.98
O -3.82 -3.54 -5.41
H -1.07 -0.05 -4.02
H -2.43 -1.77 -4.55
H -3.70 -4.70 -1.72
H -2.46 -3.52 0.07
```

Properties
net charge: -2
spin multiplicity: 2
energy above the lowest of the compared OMol25 structures with the same formula, charge and spin: 29.9 kJ/mol
⟨S²⟩: 0.764
gap between HOMO and LUMO (alpha / beta): 5.5666 / 5.5412 eV